Density functional theory data (ωB97M-V/def2-TZVPD) for a molecular structure, C33H21FeI2N7OS2 in a non-equilibrium geometry.

Its charge is -1. As for the expectation value of S²: 8.7860. Its spin multiplicity is 6. The LUMO energy (alpha / beta) comes out at 1.5 / 0.7 eV. As for the HOMO-LUMO gap (alpha / beta): 6.5 / 5.9 eV. The HOMO energy (alpha / beta) is -5.067 / -5.223 eV.

Structure (XYZ):
```
67
C33H21FeI2N7OS2 | the OMol25 dataset | ωB97M-V/def2-TZVPD
Fe -0.58097 0.29497 0.66677
I -2.88918 0.66077 8.05939
C -2.33155 0.20566 6.09926
C -1.98563 -1.09570 5.76858
C -1.62799 -1.37015 4.45523
I -1.04337 -3.30500 3.93353
C -1.62508 -0.38161 3.42640
O -1.32396 -0.65035 2.20428
C -1.91399 0.94346 3.82732
C -1.85266 2.10022 2.83758
N -0.65192 2.18356 1.97392
C 0.58116 2.45993 2.68928
C 1.54784 1.27714 2.69825
C 2.56087 1.18893 3.64987
C 3.47158 0.15490 3.56571
C 3.35075 -0.76782 2.53911
C 2.31331 -0.60728 1.63959
N 1.43777 0.39571 1.71401
C -2.27579 1.21170 5.14671
H -1.97758 -1.88071 6.51641
H -1.95183 3.01067 3.42904
H -2.69442 2.06338 2.15532
H -0.84653 2.87778 1.27233
H 0.37290 2.76852 3.71424
H 1.10931 3.28908 2.21612
H 2.62844 1.93362 4.43945
H 4.27174 0.06717 4.29448
H 4.04542 -1.59519 2.43434
H 2.16625 -1.30545 0.81541
H -2.52151 2.23519 5.42785
S -1.57496 2.82258 -0.90148
C -3.08287 2.51118 -1.53739
C -3.50629 3.35000 -2.66906
N -3.82625 4.01381 -3.55724
C -3.99047 1.51811 -1.06923
S -3.68436 0.47412 0.18484
C -5.29682 1.40224 -1.73675
N -6.32571 1.30058 -2.24620
N 3.38648 -3.37509 -8.31547
C 2.95516 -2.94292 -7.34410
C 2.40480 -2.39552 -6.09842
C 3.16770 -2.39863 -4.94217
C 2.63762 -1.90032 -3.75727
C 1.33645 -1.41855 -3.70683
C 0.58383 -1.40775 -4.87530
C 1.11573 -1.88632 -6.06845
C 0.74829 -0.94734 -2.40347
C 1.43335 0.09851 -1.74868
C 2.64151 0.72204 -2.18597
C 2.86436 1.76843 -1.33529
C 1.76931 1.75859 -0.43090
N 0.91196 0.77927 -0.66056
C -0.38199 -1.57752 -1.95224
C -1.11752 -2.63856 -2.60746
C -2.05801 -3.03205 -1.71971
C -1.86727 -2.21996 -0.53953
N -0.90217 -1.36717 -0.66240
H 4.17137 -2.80391 -4.96717
H 3.22903 -1.92468 -2.84581
H -0.41868 -0.98934 -4.85476
H 0.52931 -1.86331 -6.97859
H 3.24934 0.43302 -3.03721
H 3.68702 2.47195 -1.35845
H 1.56333 2.47535 0.35484
H -0.93996 -3.05099 -3.59428
H -2.80199 -3.80753 -1.85610
H -2.37400 -2.31545 0.41446
```

=====

Density functional theory data (ωB97M-V/def2-TZVPD) for 2 unconnected molecules or ions with the total composition C33H22BF9O in a non-equilibrium geometry.

Its spin multiplicity is 1. The LUMO energy comes out at -3.3 eV. As for the HOMO-LUMO gap: 3.8 eV. The HOMO energy is -7.124 eV.

Structure (XYZ):
```
66
C33H22BF9O | the OMol25 dataset | ωB97M-V/def2-TZVPD
F 5.29920 -2.44778 4.55907
C 4.61136 -1.88678 3.54050
C 5.04356 -0.70148 2.98154
C 4.35016 -0.12033 1.93906
F 4.72544 1.09104 1.48104
C 3.22121 -0.74651 1.44281
B 2.40839 -0.29757 0.16787
C 2.86845 1.08084 -0.43603
C 2.07877 2.17848 -0.15884
F 0.98340 2.03270 0.61475
C 2.41788 3.40766 -0.68646
C 3.54453 3.54328 -1.47364
F 3.87493 4.74714 -1.98851
C 4.32746 2.43770 -1.73949
C 3.98762 1.19912 -1.23635
F 4.70797 0.10773 -1.56423
C 2.30902 -1.40760 -0.95407
C 1.25341 -1.20674 -1.82165
F 0.40421 -0.18052 -1.61118
C 1.07280 -2.06129 -2.89018
C 1.94272 -3.11211 -3.10032
F 1.78386 -3.92420 -4.16863
C 2.98651 -3.31380 -2.22042
C 3.17527 -2.46919 -1.14363
F 4.17585 -2.70572 -0.27103
H 1.28801 -0.12759 0.54990
C 2.74668 -1.90190 2.03445
F 1.56475 -2.41497 1.63370
C 3.45447 -2.47649 3.07149
H 5.90196 -0.20096 3.39101
H 1.79041 4.26014 -0.50035
H 5.20067 2.53657 -2.35752
H 0.24760 -1.90782 -3.56138
H 3.66032 -4.13659 -2.37794
H 3.08673 -3.37186 3.53795
C -5.41978 -4.62596 -0.58983
O -4.05876 -4.39536 -0.32785
C -3.76207 -3.14176 0.17768
C -2.43138 -2.93684 0.58721
C -2.01239 -1.73426 1.06749
C -2.89263 -0.62308 1.12093
C -2.40651 0.65329 1.51780
C -2.79263 1.91403 0.96215
C -2.38534 3.13120 1.55238
C -2.54123 4.32703 0.88656
C -3.10181 4.37306 -0.38748
C -3.14049 5.65820 -1.14449
C -3.57910 3.18967 -0.94362
C -3.44806 1.99193 -0.28259
C -4.24238 -0.83969 0.73965
C -4.66223 -2.06290 0.30087
H -5.53071 -5.64459 -0.96393
H -5.98147 -4.51821 0.33740
H -5.78953 -3.93303 -1.34543
H -1.74670 -3.76019 0.48353
H -0.98276 -1.60410 1.35311
H -1.54785 0.65796 2.16999
H -1.92670 3.11270 2.52745
H -2.21536 5.24961 1.33967
H -3.60295 5.52945 -2.12455
H -3.71104 6.41679 -0.60724
H -2.12908 6.04335 -1.29366
H -4.04321 3.22145 -1.91358
H -3.77326 1.08208 -0.75352
H -4.94808 -0.03200 0.84665
H -5.69007 -2.20244 0.02397
```

=====

Values of ΔE to the lowest compared entry with this formula, charge and spin, in order: 0.019 2.234, all in eV.